The following is a quantum chemistry calculation of an isolated ion of composition C6H10FN2O and charge +1, from the OMol25 dataset.

Structure (XYZ):
```
20
Properties=species:S:1:pos:R:3:nbo_charge:R:1
C 1.10 -1.57 0.09 0.407
C 0.06 1.50 0.43 0.280
C -0.52 0.30 0.49 0.007
C 2.60 0.20 0.05 0.341
C -2.53 0.38 -0.88 -0.581
C -2.00 0.15 0.51 -0.473
N 0.02 -1.00 0.37 -0.449
N 2.31 -1.10 -0.02 -0.611
O 3.85 0.30 -0.28 -0.616
F -0.69 2.59 0.51 -0.291
H 1.05 -2.70 -0.05 0.235
H 1.13 1.63 0.23 0.218
H -2.18 1.34 -1.16 0.224
H -3.63 0.22 -0.81 0.241
H -1.95 -0.37 -1.42 0.182
H -2.45 -0.67 1.04 0.227
H -2.43 0.98 1.15 0.252
H -0.82 -1.55 0.34 0.444
H 2.95 -1.90 -0.40 0.431
H 4.13 1.26 -0.19 0.532
```

Properties
LUMO energy   -0.1669 Eh
Highest occupied orbital energy   -0.491 hartree
Total charge   +1


The following is a quantum chemistry calculation of one molecule with the formula C6H10I2O, from the OMol25 dataset.

Structure (XYZ):
```
19
Properties=species:S:1:pos:R:3:nbo_charge:R:1
C -0.10 -1.86 -0.22 -0.618
C 0.17 -0.33 0.09 -0.086
C 0.03 -0.02 1.58 -0.609
C 1.52 -0.01 -0.56 -0.655
C -0.87 0.54 -0.67 -0.414
I -0.69 0.74 -2.83 0.151
C -0.86 2.09 -0.22 0.487
O -0.13 2.98 -0.53 -0.511
I -2.56 2.74 1.02 -0.004
H -0.60 -2.18 -1.13 0.233
H -0.77 -2.27 0.71 0.203
H 0.90 -2.41 -0.07 0.226
H 0.15 1.11 1.71 0.219
H 0.80 -0.54 2.14 0.229
H -0.99 -0.26 1.84 0.219
H 1.67 -0.83 -1.39 0.217
H 1.83 0.86 -1.13 0.246
H 2.32 -0.37 0.16 0.214
H -1.84 0.02 -0.47 0.251
```

Properties
LUMO energy   -0.0092 Eh
Highest occupied orbital energy   -0.356 hartree


The following is a quantum chemistry calculation of one molecule with the formula C6H10IN, from the OMol25 dataset.

Structure (XYZ):
```
18
Properties=species:S:1:pos:R:3:nbo_charge:R:1
C 0.52 1.46 0.40 -0.376
C 1.46 0.30 -0.27 -0.470
C 0.05 -1.81 0.94 -0.475
C -0.03 -1.92 -0.63 -0.480
C -0.80 1.72 -0.37 -0.327
C 0.91 -1.00 0.01 0.104
N -1.94 1.35 0.46 -0.453
I -3.12 -0.21 0.00 0.326
H 0.48 1.25 1.53 0.238
H 1.23 2.41 0.27 0.205
H 1.65 0.48 -1.31 0.218
H 2.50 0.51 0.14 0.227
H -0.89 -1.50 1.32 0.206
H 0.30 -2.78 1.40 0.221
H 0.08 -2.98 -1.11 0.220
H -0.92 -1.49 -1.02 0.201
H -0.81 2.81 -0.43 0.223
H -0.68 1.41 -1.33 0.193
```

Properties
LUMO energy (alpha / beta)   -0.0309 / 0.0012 Eh
Highest occupied orbital energy (alpha / beta)   -0.277 / -0.330 hartree


The following is a quantum chemistry calculation of an isolated ion of composition C6H10IN2OS and charge +1, from the OMol25 dataset.

Structure (XYZ):
```
21
Properties=species:S:1:pos:R:3:nbo_charge:R:1
C 2.78 2.96 -0.28 -0.100
C 2.09 2.01 -0.22 -0.120
C -2.26 -0.56 -0.65 0.637
C -3.43 -0.65 0.23 -0.735
C 1.16 0.98 0.12 -0.496
C 1.95 -0.13 0.93 -0.144
N -1.15 -0.10 -0.23 -0.695
N 2.22 -1.25 -0.03 -0.874
O -2.44 -0.87 -1.94 -0.637
S 0.19 0.28 -1.19 0.815
I 0.71 -0.82 2.57 0.140
H 3.40 3.90 -0.26 0.277
H -3.96 0.32 0.31 0.279
H -3.27 -0.92 1.31 0.276
H -4.18 -1.45 -0.01 0.252
H 0.42 1.44 0.76 0.302
H 2.77 0.42 1.38 0.254
H 3.28 -1.28 -0.03 0.428
H 1.77 -2.17 0.39 0.428
H 1.10 -0.75 -1.07 0.213
H -3.17 -1.36 -2.09 0.498
```

Properties
LUMO energy   -0.1132 Eh
Highest occupied orbital energy   -0.473 hartree
Total charge   +1


The following is a quantum chemistry calculation of C6H10N as an isolated structure, from the OMol25 dataset.

Structure (XYZ):
```
17
Properties=species:S:1:pos:R:3:nbo_charge:R:1
C 2.94 -0.33 -0.01 -0.227
C 1.74 -0.13 0.02 -0.112
C -0.84 0.10 -1.30 -0.228
C -0.14 0.64 -0.15 0.289
C -0.16 1.99 0.47 -0.713
C -0.68 -1.83 0.46 -0.430
N -1.04 -0.45 0.14 -0.397
H 3.92 -0.36 -0.35 0.255
H -1.80 0.45 -1.56 0.247
H -0.25 -0.53 -1.97 0.277
H 0.87 2.32 0.29 0.291
H -0.35 1.93 1.64 0.258
H -0.81 2.82 0.20 0.275
H 0.32 -2.22 -0.10 0.271
H -0.36 -1.71 1.47 0.240
H -1.41 -2.57 0.22 0.253
H -1.96 -0.12 0.53 0.451
```

Properties
LUMO energy   -0.1549 Eh
Highest occupied orbital energy   -0.526 hartree
Total charge   +1


The following is a quantum chemistry calculation of C6H10N as an isolated structure, from the OMol25 dataset.

Structure (XYZ):
```
17
Properties=species:S:1:pos:R:3:nbo_charge:R:1
C 2.40 -0.57 -0.58 -0.065
C 2.33 0.76 -0.42 -0.076
C 0.46 -0.24 1.38 -0.250
C 1.53 -0.02 0.44 0.142
C -0.89 1.29 0.04 -0.393
C -0.92 -1.21 -0.48 -0.416
N -0.29 -0.11 0.14 -0.302
H 2.77 -1.60 -0.75 0.292
H 2.62 1.69 -0.82 0.268
H 0.35 -1.21 1.79 0.244
H 0.25 0.51 2.15 0.249
H -1.34 1.63 1.01 0.217
H 0.00 1.75 -0.08 0.194
H -1.56 1.34 -0.80 0.235
H -1.13 -1.16 -1.52 0.233
H -0.38 -2.07 -0.25 0.213
H -1.87 -1.25 0.06 0.214
```

Properties
LUMO energy   -0.1387 Eh
Highest occupied orbital energy   -0.497 hartree
Total charge   +1


The following is a quantum chemistry calculation of an isolated ion of composition C6H10N and charge +1, from the OMol25 dataset.

Structure (XYZ):
```
17
Properties=species:S:1:pos:R:3:nbo_charge:R:1
C 1.29 1.88 0.17 -0.730
C 0.39 0.74 0.54 0.503
N -0.08 0.44 1.73 -0.466
C -1.06 -0.60 1.22 -0.181
C -0.44 -0.38 -0.17 -0.144
C 0.18 -1.38 -1.12 -0.376
C -1.11 -0.81 -1.49 -0.361
H 2.37 1.70 0.42 0.288
H 1.03 2.72 0.82 0.267
H 1.32 2.21 -0.93 0.284
H 0.18 0.95 2.59 0.448
H -2.14 -0.23 1.20 0.239
H -0.96 -1.44 1.88 0.238
H 0.27 -2.39 -0.77 0.240
H 1.07 -1.11 -1.66 0.245
H -2.09 -1.32 -1.27 0.254
H -1.12 -0.17 -2.34 0.250
```

Properties
LUMO energy   -0.1544 Eh
Highest occupied orbital energy   -0.555 hartree
Total charge   +1


The following is a quantum chemistry calculation of C6H10N2 as an isolated structure, from the OMol25 dataset.

Structure (XYZ):
```
18
Properties=species:S:1:pos:R:3:nbo_charge:R:1
C 2.30 -0.24 0.12 -0.336
C 1.13 0.57 0.20 -0.128
C -1.30 0.74 -0.21 -0.131
C -1.25 -0.71 -0.83 -0.291
C -1.32 -0.12 1.04 -0.245
C 0.92 -0.79 -0.13 -0.104
H 2.79 -0.27 1.02 0.215
H 2.98 -0.14 -0.72 0.210
H 0.95 0.96 1.18 0.204
H -0.12 1.57 -1.25 0.343
H -1.97 1.53 -0.15 0.229
H -0.46 -0.79 -1.62 0.179
H -2.02 -1.51 -1.13 0.244
H -0.84 0.34 1.94 0.194
H -2.35 -0.48 1.59 0.234
H 1.09 -0.77 -1.05 0.163
N -0.09 1.46 -0.28 -0.586
N -0.46 -1.34 0.28 -0.394
```

Properties
LUMO energy   0.0397 Eh
Highest occupied orbital energy   -0.294 hartree


The following is a quantum chemistry calculation of one molecule with the formula C6H10N2, from the OMol25 dataset.

Structure (XYZ):
```
18
Properties=species:S:1:pos:R:3:nbo_charge:R:1
C 1.24 -0.01 -0.77 -0.523
C -1.45 -0.36 1.60 -0.400
C -0.64 1.28 -2.12 -0.696
N -0.50 -0.36 0.52 -0.295
C 0.89 -0.55 0.60 0.197
C -0.26 0.19 -1.17 0.472
C 1.61 -0.93 1.64 -0.493
N -1.05 -0.81 -0.82 -0.476
H 1.75 -0.71 -1.43 0.235
H 1.81 0.92 -0.71 0.221
H -1.12 0.32 2.39 0.204
H -2.41 -0.02 1.21 0.227
H -1.59 -1.36 2.01 0.190
H -0.23 2.24 -1.80 0.234
H -1.72 1.34 -2.23 0.240
H -0.20 1.04 -3.09 0.248
H 2.69 -0.98 1.58 0.209
H 1.15 -1.23 2.57 0.206
```

Properties
LUMO energy   0.0349 Eh
Highest occupied orbital energy   -0.266 hartree


The following is a quantum chemistry calculation of one molecule with the formula C6H10N2, from the OMol25 dataset.

Structure (XYZ):
```
18
Properties=species:S:1:pos:R:3:nbo_charge:R:1
C -0.34 -0.63 1.22 -0.046
C -0.78 -0.64 -0.21 -0.403
C 0.30 -0.13 -1.19 -0.432
C 0.38 -1.81 1.81 -0.621
C 0.51 1.35 -1.09 -0.176
C 0.03 2.23 -1.94 -0.395
N -0.56 0.42 1.96 0.048
N -0.42 1.45 2.41 -0.057
H -1.02 -1.67 -0.47 0.211
H -1.68 -0.04 -0.34 0.221
H 1.24 -0.65 -1.00 0.208
H -0.02 -0.38 -2.21 0.207
H 1.07 1.67 -0.22 0.199
H 1.17 -2.18 1.15 0.217
H -0.33 -2.64 1.97 0.210
H 0.81 -1.56 2.78 0.222
H -0.57 1.94 -2.79 0.187
H 0.23 3.28 -1.84 0.200
```

Properties
LUMO energy   0.0371 Eh
Highest occupied orbital energy   -0.279 hartree


The following is a quantum chemistry calculation of C6H10N2 as an isolated structure, from the OMol25 dataset.

Structure (XYZ):
```
18
Properties=species:S:1:pos:R:3:nbo_charge:R:1
C -0.03 0.13 -0.73 -0.058
C 0.13 1.76 -0.87 -0.179
C 0.71 0.41 0.63 -0.021
C 0.35 -0.93 1.43 -0.504
C 0.30 -1.77 0.32 -0.183
C 0.14 -1.25 -0.97 -0.219
H -1.84 -0.21 0.71 0.271
H -1.82 -0.33 -1.68 0.366
H 1.09 2.11 -1.36 0.181
H -0.66 2.35 -1.46 0.225
H -0.78 1.86 0.95 0.372
H 1.94 0.12 0.35 0.199
H 1.32 -1.16 2.02 0.243
H -0.43 -1.00 2.33 0.251
H 0.42 -2.80 0.49 0.211
H 0.43 -1.58 -2.14 0.253
N -1.51 0.45 -0.59 -0.792
N 0.26 1.86 0.56 -0.615
```

Properties
LUMO energy   0.0198 Eh
Highest occupied orbital energy   -0.316 hartree


The following is a quantum chemistry calculation of a 2-piece molecular cluster, C6H10N2O overall, from the OMol25 dataset.

Structure (XYZ):
```
19
Properties=species:S:1:pos:R:3:nbo_charge:R:1
C -3.11 1.77 -0.46 -0.672
C -1.96 0.88 -0.28 0.121
C -1.26 -0.18 -0.37 0.136
C -1.15 -1.63 -0.42 -0.663
N -0.51 0.97 0.16 -0.635
H -2.73 2.76 -0.08 0.243
H -4.02 1.32 -0.14 0.235
H -3.26 1.83 -1.55 0.235
H -0.56 -1.93 0.46 0.231
H -0.72 -1.87 -1.41 0.234
H -2.23 -2.04 -0.37 0.232
H -0.51 0.85 1.11 0.304
C 3.52 -0.63 0.25 -0.414
N 2.21 -0.66 0.88 -0.526
C 1.57 -0.79 1.85 0.842
O 0.90 -0.68 2.76 -0.545
H 4.37 -0.76 1.05 0.206
H 3.64 -1.47 -0.50 0.212
H 3.61 0.33 -0.30 0.224
```

Properties
LUMO energy   0.0269 Eh
Highest occupied orbital energy   -0.272 hartree


Short version: ΔE to the lowest compared entry with this formula, charge and spin = 70.9; 1.8; 128.2; 0.0; 121.3; 80.8; 24.7; 213.8; 106.6; 63.1; 232.4; 104.2 kcal/mol, in the order given.
Short version: maximum force = 4.3; 4.6; 3.6; 5.2; 4.4; 3.7; 2.3; 8.2; 1.9; 3.0; 6.7; 3.5 eV/Å, in the order given.